Entry 1:
85
Properties=species:S:1:pos:R:3:forces:R:3 method="wB97M-V/def2-TZVPD" total_energy_ev=-332269.09002 charge=+2 lumo_ev=-7.5254
Br 7.49591 1.16710 -8.56931 0.150 0.020 0.092
Br 9.78903 0.79778 -6.37206 0.428 -0.025 -0.264
Br 8.60915 3.70110 -6.98261 0.038 -0.201 0.000
Ca -3.16400 4.92073 1.96287 0.553 0.449 -0.188
Cl 6.60461 -1.37247 -2.93371 -0.215 -0.214 0.187
Cl 4.99957 1.00598 -3.38809 0.067 -0.019 0.066
Cl 6.01511 -0.49696 -5.64852 0.118 -0.038 0.094
Na 8.62487 -0.14650 -4.05350 0.001 0.131 0.034
F 1.71844 1.65706 2.47228 -0.566 0.214 -0.358
F 3.29470 1.65892 4.14439 -0.133 -0.003 -0.178
F 3.24452 -0.05454 2.60820 -0.116 0.011 -0.045
F 3.93724 2.05118 1.97441 -0.219 -0.047 -0.131
O -4.46459 -1.46591 -2.33745 0.670 0.592 0.395
O 0.64835 -1.93099 -4.44688 -0.862 0.989 -0.586
O 3.22206 -5.18162 6.33699 0.020 -0.066 0.011
O 1.44185 -1.47189 4.53179 -0.151 -0.104 0.047
O -3.27513 -2.60100 2.62007 -0.393 0.152 -0.341
O 1.67767 -2.90237 1.02658 0.015 -0.050 0.053
O 2.11370 -2.21167 -2.90426 0.110 -0.372 -0.152
O -3.27248 2.50082 -1.45956 -0.099 0.147 -0.156
N 3.04765 -5.56960 8.56394 0.069 0.039 0.048
N 0.96377 1.70645 -0.41955 -0.518 0.456 0.351
N -5.48083 3.14980 -3.88237 0.074 -0.149 -0.028
N 1.43385 -6.34419 7.10670 -0.080 -0.028 -0.077
N -3.54010 0.22471 -0.97084 -1.239 0.929 0.452
N 1.33248 -2.81481 -3.49612 0.971 -0.146 0.390
N -5.20128 3.62406 0.65658 0.059 0.083 0.049
C 0.13355 2.55729 -0.84271 0.814 -0.796 -0.615
C -2.89641 1.34784 -1.58548 0.973 -1.586 -0.530
C -3.54082 -0.76524 -2.03416 0.735 -1.208 -0.274
C -0.14651 -1.02641 -3.77158 -0.133 -0.095 0.003
C -1.78697 0.70309 -2.36960 -0.089 0.344 -0.579
C -2.63013 -0.05531 0.19816 -0.231 0.433 1.441
C 2.39581 -3.20953 -0.03582 -0.138 -0.074 -1.203
C 5.40713 -0.58868 -3.98866 -0.342 0.248 -0.096
C -5.77632 4.80670 0.26128 0.258 -0.172 0.260
C -5.23680 3.54088 2.02667 -0.398 -0.541 0.138
C -3.76874 -1.93821 1.47368 0.377 0.982 0.068
C 9.01789 1.97298 -7.71364 -0.469 0.347 -0.142
C 2.61114 -5.66472 7.27093 0.010 -0.011 0.047
C -1.39541 -1.48757 -3.37191 -0.220 -0.435 -0.208
C -0.54106 1.16044 -2.76789 -0.346 1.044 0.115
C -2.16767 -0.61447 -2.67567 -1.527 0.987 0.934
C -6.17274 5.49076 1.39147 0.187 0.146 -0.223
C 2.17427 -2.49644 5.19739 -0.042 0.321 -0.350
C 0.25492 0.27175 -3.45243 1.177 -0.216 -0.541
C -3.36603 -0.42063 1.49676 0.387 -0.794 -0.438
C -0.10517 2.56326 -2.38503 -0.905 -0.204 1.148
C -5.82920 4.69207 2.51002 0.080 -0.161 0.112
B 3.06194 1.32884 2.80928 0.672 -0.029 0.375
H 1.24457 0.62756 -3.72719 -0.063 -0.315 -0.096
H 1.08449 -6.43250 6.17112 0.021 0.017 0.001
H -4.20324 0.25504 1.70889 0.013 -0.155 -0.193
H -0.96774 3.21564 -2.57366 0.446 0.191 -0.285
H -2.07202 0.87653 0.39573 -0.017 -0.216 -0.201
H -4.85659 -1.99708 1.40745 0.161 -0.497 0.224
H 1.06354 1.74003 0.60626 0.420 -0.193 -0.014
H -4.68047 2.80449 -3.33595 0.086 0.021 0.149
H -1.86662 -0.82041 0.00704 -0.182 0.121 -0.401
H -5.82871 4.01432 -3.46627 -0.010 0.016 -0.050
H -2.31322 -2.54719 2.55352 0.022 -0.237 0.313
H 0.79794 2.89020 -2.89987 -0.169 0.007 -0.017
H 2.29421 -4.25675 -0.41173 -0.009 -0.224 0.479
H -5.99696 4.92592 3.55051 -0.093 -0.049 -0.012
H 4.50419 -1.18777 -3.98544 0.125 -0.140 0.044
H 3.07388 -2.07880 5.65588 0.046 -0.161 0.073
H 2.55993 -5.95965 9.34708 -0.021 -0.009 -0.020
H -0.41822 3.23232 -0.16735 -0.025 0.144 -0.367
H -4.81214 2.91775 0.03439 0.047 0.013 0.000
H -5.85454 5.05820 -0.78159 -0.027 0.102 0.034
H -2.64882 -0.31155 2.32226 -0.070 0.068 -0.196
H 9.77927 2.11038 -8.47041 0.096 -0.126 0.114
H 1.54166 -2.92064 5.97485 -0.011 0.009 -0.013
H 2.45180 -3.28378 4.49448 0.074 -0.106 0.153
H 2.22466 -2.59366 -0.94224 -0.027 0.306 0.691
H -5.18679 3.33097 -4.84599 -0.016 -0.013 0.003
H -4.83667 2.67713 2.54030 -0.244 -0.103 0.009
H -1.74569 -2.49530 -3.56902 0.193 0.083 -0.117
H -6.22511 2.44613 -3.87993 0.020 -0.013 -0.021
H 3.50769 -3.14016 0.08900 0.006 0.064 0.498
H -3.31314 -2.38499 0.57557 -0.359 -0.024 0.028
H -6.65611 6.45383 1.41115 -0.017 -0.021 -0.002
H 2.02041 -1.10898 3.84820 -0.011 0.141 -0.022
H 0.91454 -6.74958 7.86122 0.027 0.012 0.022
H 3.90720 -5.07755 8.72071 -0.009 0.003 -0.017

---

Entry 2:
14
Properties=species:S:1:pos:R:3:forces:R:3 method="wB97M-V/def2-TZVPD" total_energy_ev=-5782.09324 lumo_ev=1.2651 de_lowest_kj_mol=165.83 smiles=C[C@H]1CN1C
N 0.00745 0.69098 0.58302 0.459 0.443 0.086
C -0.61969 0.21474 1.83376 -0.041 0.158 0.012
C -0.17599 -0.30291 -0.55953 -0.345 1.090 0.304
C 1.05362 -0.24563 0.23905 0.416 -0.135 0.202
C -0.06270 0.10919 -2.01181 -0.110 0.255 0.078
H -1.01731 0.08240 -2.54438 0.060 0.130 0.174
H 0.34018 1.12377 -2.03626 -0.066 0.040 -0.190
H 0.63483 -0.53578 -2.57159 -0.220 0.104 0.389
H -0.77078 -0.88307 1.88554 0.084 0.285 -0.239
H 1.87242 0.26598 -0.26364 0.074 -0.413 -0.025
H 0.06785 0.47519 2.64639 -0.171 0.007 -0.080
H -1.58288 0.69307 2.03731 0.146 0.059 -0.239
H -1.09716 -0.68774 -0.19573 -0.224 -1.978 -0.489
H 1.35016 -1.00018 0.95787 -0.061 -0.045 0.017

---

Entry 3:
153
Properties=species:S:1:pos:R:3:forces:R:3 method="wB97M-V/def2-TZVPD" total_energy_ev=-124219.89458 charge=-4 lumo_ev=4.5069
Cl 0.62700 7.86273 1.36793 -0.395 0.157 0.260
Cl -2.13891 9.70143 2.99933 0.021 -1.142 -0.591
F 7.82231 6.28814 0.11422 -0.254 3.561 -0.793
F 8.19532 -0.26087 6.08152 -1.758 -1.107 1.162
F 8.15952 -1.43176 4.15466 -0.786 -1.417 0.791
F 8.28134 -0.63337 -7.31905 -0.500 -0.068 -1.811
F 8.03146 1.26915 -8.39077 -0.278 -0.298 -0.870
F 8.86028 4.92325 1.62398 0.214 0.701 -0.165
F 9.99219 -0.77197 5.13984 1.298 -1.970 0.551
F 6.34972 -0.15873 -8.35458 -0.097 -0.658 -1.650
F 8.84973 4.37667 -0.61719 1.269 0.560 -0.858
F 7.00200 4.28767 0.50449 -1.994 -0.523 0.587
O -6.15532 -0.00989 5.04950 0.311 -0.184 -0.312
O 3.71715 0.25401 1.10631 -2.955 -0.340 1.882
O 7.74333 1.53577 -5.40907 -0.168 -1.708 -3.545
O 4.77869 3.85617 -2.79459 -2.084 0.290 0.093
O 6.17166 0.00533 -5.45110 -2.943 -1.897 -1.860
O 3.18988 4.61631 -4.05679 -0.281 -0.351 0.212
O -7.36597 -1.10738 3.64773 0.483 0.028 -0.102
O 5.79924 -3.04352 -2.10779 -0.511 -3.222 0.521
O 6.14302 -5.10909 -2.74128 0.094 -0.392 -0.949
O 9.46819 1.03618 2.89161 -1.004 -3.032 2.634
O 9.25279 1.80791 4.91180 -1.268 2.176 4.244
N 3.64190 4.27657 -2.96080 2.124 0.732 -0.038
N 2.38445 0.33138 1.78382 0.838 0.923 -1.602
N 5.74463 -4.28482 -1.95275 0.674 2.721 0.274
N -6.28251 -0.81065 4.13892 -0.565 -0.481 0.439
C 2.76037 4.60703 -1.76027 0.768 -0.399 -1.046
C 6.87391 0.90481 -6.31876 1.340 4.125 4.070
C 1.25763 -0.95135 -0.11555 2.065 -0.136 -1.309
C -2.06667 -1.39896 -5.42943 -2.150 0.012 0.260
C 8.95063 3.16357 6.88737 1.220 -1.356 1.546
C 8.71433 -0.48650 4.88064 2.904 3.026 -2.108
C -11.25060 3.20382 3.01129 -0.545 -0.062 0.922
C 7.37105 0.34857 -7.68898 1.373 -0.040 5.443
C -2.21046 -6.13072 -1.71699 -0.332 -0.098 -1.590
C 3.25561 2.26255 3.05096 0.117 -0.382 0.463
C -2.07204 8.03911 2.20499 0.966 -0.445 0.330
C 8.28106 2.66825 5.63386 1.547 1.062 -0.766
C -0.71267 7.28786 2.39582 -0.749 -0.452 -0.215
C 4.72082 -0.23053 -5.74761 1.445 0.833 0.785
C -6.87827 3.39270 0.31933 0.859 0.223 0.290
C 0.98556 1.50059 3.57518 -1.474 -1.558 -1.134
C -3.39395 -0.77630 -4.78618 1.023 0.768 -1.223
C -1.51133 -0.66516 -6.66443 0.686 -0.655 0.934
C -0.08831 0.39032 3.27851 1.245 -0.330 -0.822
C 0.00780 -0.27949 1.82955 -0.747 0.648 1.863
C 2.98017 0.07081 4.27888 0.454 1.301 -0.591
C -5.41750 -1.27218 -3.10276 0.333 0.057 -0.046
C 8.76358 0.79408 4.09734 0.048 3.069 -5.538
C -5.55027 -7.91559 -0.27634 1.386 1.074 -0.628
C 1.74558 -2.03106 2.02732 0.523 -2.357 1.248
C -5.97012 -2.34335 -2.13648 0.978 0.977 -0.314
C 4.42078 -1.57328 -6.32793 0.735 -1.453 -0.132
C -4.43906 -6.80397 -0.60737 0.409 -1.322 -0.041
C -9.75610 3.59241 3.06864 -0.402 -0.911 -1.053
C -0.86837 -6.47573 -2.42030 0.155 0.317 0.777
C -6.90931 -7.53069 -0.84643 -0.142 -0.389 0.466
C 1.43266 -0.73942 1.39064 -1.355 2.078 0.728
C -3.01226 -7.29310 -1.09382 -0.154 0.634 1.290
C -9.03933 3.04035 1.81094 0.095 -1.717 0.154
C -5.35872 3.85936 0.45799 -1.511 -0.401 -1.007
C 2.38279 1.01129 3.14766 0.650 -1.860 -1.139
C 5.24641 -4.86554 -0.66453 0.113 0.583 -0.001
C -5.04647 -1.46550 3.58412 -0.558 0.567 -0.360
C -4.28176 -1.76306 -4.04454 -0.084 -0.047 0.862
C -7.51574 3.20193 1.69696 -0.127 1.311 0.371
B 8.14668 5.03350 0.38262 0.726 -3.676 1.281
H -0.69681 -1.10192 1.95296 0.200 -0.870 -0.212
H -2.07449 -5.26727 -1.06580 0.100 -0.369 0.574
H -0.33929 7.11270 3.40479 -0.189 1.064 0.216
H -5.39164 4.92114 0.70221 0.289 -0.038 0.130
H -4.72237 3.31634 1.15677 -0.445 -0.088 0.236
H -5.34255 -2.28272 2.92641 -0.049 0.016 0.406
H -6.93708 2.41501 2.18070 -0.437 -0.379 0.135
H 7.38295 2.28980 6.12200 -0.532 -0.868 -1.385
H 2.18342 -1.39881 -0.47722 0.575 0.498 -0.101
H -4.64763 -0.67410 2.94952 0.530 -0.079 0.146
H -0.94371 -7.29641 -3.13368 -0.067 -0.006 0.074
H -5.27720 -8.85470 -0.75760 0.233 -0.047 -0.202
H -6.78544 -1.87691 -1.58352 -0.560 -0.530 -0.329
H 2.44588 -0.86495 4.44319 -0.164 0.251 0.179
H 8.81003 2.27607 7.50436 0.844 -0.268 0.616
H 0.76443 2.41112 3.01828 -0.117 0.068 -0.091
H -7.30447 -6.54970 -0.58258 0.364 0.139 0.192
H -3.11374 -8.19234 -1.70141 0.086 0.247 -0.543
H 4.91876 -2.31861 -5.70776 -0.073 -0.146 0.250
H -2.88450 7.41747 2.58126 0.143 0.224 0.658
H 2.56059 3.63526 -1.30879 -0.303 0.299 0.232
H -1.11110 0.60052 3.59127 -0.287 0.765 -0.524
H -2.33004 8.11594 1.14876 0.503 0.531 0.000
H 0.58818 -1.70151 -0.53652 -0.997 -0.190 1.081
H -5.62102 -8.19650 0.77447 0.102 0.480 0.184
H -3.66336 -2.37204 -3.38512 0.236 -0.361 -0.184
H 7.72415 1.01854 3.85797 -1.017 -0.015 0.205
H 6.18301 1.71593 -6.54863 -1.005 0.133 -0.992
H 3.36800 -1.85306 -6.36638 -0.297 0.307 0.129
H -0.48872 0.26489 1.02629 0.392 0.786 0.136
H 8.11246 3.54960 5.01507 -0.619 -0.372 -0.568
H -7.40450 4.09533 -0.32681 -0.073 0.655 0.396
H 4.23327 -0.14672 -4.77634 0.074 -0.097 0.183
H -9.59682 3.30851 0.91350 0.205 0.462 -0.149
H 1.33671 -2.88210 1.48266 -0.113 -0.200 -0.285
H 5.49103 -4.13864 0.10999 -0.407 -0.092 0.001
H -4.69473 -2.37816 -4.84404 -0.139 -0.504 0.249
H -6.26427 -0.85381 -3.64685 0.116 0.245 -0.221
H -11.85932 3.61158 2.20426 0.355 0.153 -0.213
H -7.01328 2.50340 -0.29631 0.491 -0.557 0.321
H -9.13882 1.95576 1.85417 -0.613 -0.257 -0.013
H 4.83765 -1.77404 -7.31485 0.005 0.459 -0.211
H 3.07652 0.71729 5.15116 -0.535 -0.250 0.628
H -4.88921 3.73328 -0.51759 0.113 0.228 -0.031
H -2.23105 -0.06178 -7.21764 0.074 0.096 0.206
H -1.10198 -1.43146 -7.32269 -0.050 0.114 -0.265
H 1.34599 -2.15529 3.03379 -0.376 0.356 0.221
H -2.39913 -7.60109 -0.24687 -0.266 -0.351 0.401
H -0.06329 -6.67084 -1.71187 -0.242 -0.720 0.404
H 8.53726 3.91461 7.56054 -0.594 0.657 -0.775
H -1.29383 -1.54825 -4.67542 -0.067 0.050 0.001
H -6.16948 -3.25806 -2.69474 -0.411 -0.126 0.492
H -6.88549 -7.58890 -1.93461 -0.158 -0.102 0.002
H 5.76070 -5.81438 -0.51189 -0.037 0.217 -0.124
H 4.17979 -5.03945 -0.80661 0.057 0.218 0.255
H 2.88001 2.84720 3.89073 0.481 0.552 0.240
H -2.89187 -5.71751 -2.46065 0.053 0.135 -0.492
H -7.59681 -8.25939 -0.41696 -0.460 -0.050 -0.461
H -0.38140 -5.62940 -2.90473 -0.713 0.302 -0.451
H -7.34414 4.05303 2.35597 0.703 0.534 -0.266
H 0.10073 -0.41891 3.98385 0.541 -0.344 0.075
H 10.02178 3.34337 6.79567 0.011 0.067 -0.220
H -11.46377 2.13609 3.06228 0.730 -0.393 -0.717
H 2.80107 -2.24521 2.19516 0.291 0.440 -0.588
H -3.13904 0.16532 -4.29987 0.023 -0.202 0.738
H -9.60695 4.67066 3.12554 -0.121 0.053 0.210
H 1.94287 5.13558 -2.25061 -0.233 -0.340 0.576
H -0.87497 6.24170 2.13639 -0.280 0.039 -0.669
H -5.22134 -2.47379 -1.35518 0.196 -0.647 -0.149
H 1.09114 -0.06177 -0.72303 0.154 0.337 0.417
H 0.90126 1.71202 4.64115 0.453 0.175 0.141
H -4.25277 -6.14262 0.23881 -0.320 0.043 0.084
H -11.78539 3.43201 3.93326 0.128 0.887 0.235
H -3.97119 -0.41259 -5.63624 -0.165 -0.004 -0.305
H -0.63657 -0.11988 -6.31010 -0.215 0.624 -0.448
H -9.36364 3.09851 3.95754 0.327 0.277 0.059
H -5.01254 -0.51471 -2.43168 0.022 0.445 -0.307
H -2.40673 -2.38027 -5.76031 0.183 -0.331 0.075
H -4.38321 -1.74129 4.40396 -0.123 0.169 -0.236
H 4.31171 2.02329 3.17546 -0.069 0.132 -0.113
H 4.25727 0.54939 -6.35172 0.460 0.388 -0.252
H -4.85338 -6.19729 -1.41260 -0.029 0.128 -0.045
H 4.03348 -0.14151 4.09570 -0.082 -0.292 -0.678
H 3.13999 2.84472 2.13674 -0.169 -0.352 -0.075
H 3.33345 5.26009 -1.10210 0.060 -0.285 -0.024

---

no.,HOMO energy (eV)
1,-9.07
2,-8.95
3,2.95